DFT (the ωB97M-V functional and the def2-TZVPD basis) results for a molecular structure, C21H58AgN5O6.

Atoms and positions in Å:
Ag -0.11683 -3.05043 1.15875
C 1.01576 0.32449 0.38509
O 0.66366 -0.94480 0.69942
H 0.29482 0.87998 -0.23500
H 0.89364 0.87368 1.35047
H 2.05315 0.41976 0.05496
C 3.88207 -4.00131 -1.21947
C 2.74488 -3.04353 -0.86251
C 2.26333 -2.29940 -2.08591
O 2.27633 -3.11264 -3.21609
C 1.81648 -2.42554 -4.36507
N 1.61389 -3.84233 -0.30466
H 4.26272 -4.56288 -0.36372
H 4.72409 -3.52194 -1.71992
H 3.52272 -4.75583 -1.92477
H 3.13583 -2.34253 -0.12654
H 2.86010 -1.38585 -2.23525
H 1.23846 -1.93105 -1.87606
H 1.87959 -3.10929 -5.20351
H 2.48500 -1.57856 -4.59215
H 0.82694 -1.98592 -4.20668
H 1.94867 -4.74922 0.01484
H 1.06876 -4.11118 -1.12570
C -5.54843 3.33624 -2.71528
C -4.72886 4.53660 -2.25067
C -3.45300 4.13248 -1.55341
O -3.77018 3.34170 -0.41905
C -2.79136 2.39644 -0.11386
N -4.37648 5.44197 -3.35208
H -4.97379 2.74412 -3.43091
H -6.47780 3.68431 -3.16450
H -5.81848 2.69045 -1.87646
H -5.30046 5.15396 -1.55076
H -2.84882 5.00219 -1.27968
H -2.85206 3.51614 -2.24717
H -1.81982 2.82510 0.15723
H -2.66078 1.70335 -0.96543
H -3.18261 1.75935 0.68206
H -3.78362 4.98610 -4.03052
H -5.19148 5.86585 -3.76508
C 2.29278 1.31917 4.30692
C 1.99590 -0.18442 4.31371
C 2.34736 -0.71751 5.69755
O 1.79495 -2.00108 5.89222
C 2.41636 -2.69074 6.94441
N 0.53388 -0.41361 4.07281
H 2.30522 1.71539 3.28986
H 3.25939 1.54412 4.76774
H 1.53769 1.82871 4.90336
H 2.49077 -0.75994 3.53277
H 1.97642 -0.02378 6.46303
H 3.44078 -0.80517 5.75727
H 3.50629 -2.73795 6.80294
H 2.05987 -3.71850 6.96731
H 2.21680 -2.22297 7.91587
H 0.00061 0.26635 4.61028
H 0.36687 -0.14153 3.10869
C 3.08846 4.67228 -0.36349
C 1.57770 4.56147 -0.42009
C 1.12519 3.80572 -1.68505
O 1.37967 4.47601 -2.87778
C 0.55303 5.59758 -3.10957
N 1.02954 3.79299 0.71763
H 3.45701 5.07878 0.58167
H 3.47272 5.37050 -1.11469
H 3.55843 3.70340 -0.54333
H 1.05629 5.51983 -0.43633
H 0.05947 3.55968 -1.55667
H 1.70944 2.87800 -1.72975
H 0.80377 6.45451 -2.47869
H -0.50612 5.34455 -2.98619
H 0.72231 5.88286 -4.14686
H 1.48408 4.07187 1.57646
H 1.11243 2.79813 0.57880
C -2.95054 -6.47652 0.12963
C -1.87999 -5.40593 0.02769
C -2.41438 -4.24348 -0.80054
O -1.40413 -3.23723 -0.91980
C -1.87986 -2.09235 -1.56372
N -1.45157 -4.93149 1.39627
H -3.87462 -6.14063 0.59855
H -2.58091 -7.35571 0.66267
H -3.19919 -6.85003 -0.86828
H -0.99084 -5.77562 -0.48507
H -3.29877 -3.79811 -0.33175
H -2.63175 -4.60716 -1.80928
H -2.18098 -2.29502 -2.59811
H -1.13081 -1.29925 -1.58387
H -2.73896 -1.63761 -1.04769
H -2.30385 -4.74299 1.92034
H -1.09020 -5.79561 1.79521

Forces on atoms 1 to 3 (eV/Å):
0.25 -0.36 0.13
-0.21 0.43 0.30
-0.06 0.21 0.00

## Properties
DFT total energy = -1706.7097 Eh
Energy above the lowest of the compared OMol25 structures with the same formula, charge and spin = 0.00 kcal/mol
HOMO (spin up / spin down) = -10.8 / -10.8 eV
Spin multiplicity = 2
Charge = +1
<S²> = 0.7544